DFT (ωB97M-V/def2-TZVPD) results for a structure of composition C48H55N5O7PSSi2Ti in a non-equilibrium geometry.

Cartesian coordinates (Å):
Ti1 0.571 -1.304 0.108
N1 -2.488 -1.999 -2.927
C1 -1.778 -1.760 -1.811
O1 -0.608 -1.363 -1.880
C2 -2.401 -2.074 -0.489
C3 -1.514 -1.506 0.608
H1 -2.087 -1.777 -3.822
H2 -3.460 -2.234 -2.872
H3 -2.479 -3.163 -0.422
H4 -3.410 -1.659 -0.481
H5 -1.629 -2.069 1.531
H6 -1.852 -0.494 0.824
O2 2.144 0.847 1.917
C4 0.962 0.947 1.689
O3 0.377 0.532 0.566
C5 0.026 1.631 2.694
P1 -1.418 2.447 1.863
C6 -0.702 4.114 1.523
C7 -1.534 5.234 1.472
C8 -1.040 6.476 1.098
C9 0.301 6.620 0.756
C10 1.136 5.513 0.790
C11 0.639 4.268 1.160
C12 -2.462 2.882 3.324
C13 -1.952 3.299 4.555
C14 -2.802 3.573 5.618
C15 -4.180 3.443 5.464
C16 -4.700 3.034 4.246
C17 -3.842 2.748 3.186
H7 0.619 2.315 3.296
H8 -0.384 0.832 3.312
H9 -2.581 5.134 1.743
H10 -1.704 7.332 1.068
H11 0.687 7.589 0.464
H12 2.182 5.614 0.520
H13 1.312 3.417 1.160
H14 -0.881 3.414 4.687
H15 -2.391 3.882 6.572
H16 -4.843 3.656 6.295
H17 -5.770 2.920 4.123
H18 -4.243 2.404 2.237
C18 3.815 1.636 -0.854
Si1 2.456 0.822 -1.853
C19 3.063 0.687 -3.643
C20 1.101 2.122 -1.920
N2 1.991 -0.737 -1.281
C21 2.930 -1.757 -1.124
C22 4.294 -1.664 -1.441
C23 5.208 -2.667 -1.142
C24 4.776 -3.811 -0.497
C25 3.417 -3.968 -0.239
C26 2.466 -3.005 -0.600
N3 1.069 -3.180 -0.467
Si2 0.279 -4.705 -0.391
C27 -0.818 -4.900 -1.921
C28 -0.751 -4.919 1.158
C29 1.300 -6.283 -0.450
H19 3.961 2.676 -1.171
H20 4.775 1.117 -0.941
H21 3.540 1.623 0.206
H22 4.147 0.842 -3.721
H23 2.577 1.435 -4.283
H24 2.842 -0.308 -4.049
H25 1.592 3.096 -2.031
H26 0.490 2.159 -1.014
H27 0.436 1.996 -2.777
H28 4.653 -0.763 -1.927
H29 6.256 -2.538 -1.392
H30 5.478 -4.583 -0.199
H31 3.078 -4.857 0.276
H32 -1.890 -4.927 -1.684
H33 -0.575 -5.833 -2.442
H34 -0.647 -4.072 -2.613
H35 -1.317 -4.021 1.420
H36 -0.100 -5.151 2.013
H37 -1.459 -5.749 1.037
H38 2.017 -6.281 -1.279
H39 0.604 -7.118 -0.603
H40 1.855 -6.478 0.475
O4 -0.157 -1.638 3.470
C30 0.847 -2.093 2.962
O5 1.273 -1.861 1.755
C31 1.727 -3.033 3.741
C32 1.215 -3.684 4.855
C33 2.020 -4.534 5.592
C34 3.337 -4.706 5.202
C35 3.863 -4.073 4.093
C36 3.043 -3.240 3.349
N4 4.212 -5.593 6.006
O6 3.713 -6.201 6.926
O7 5.381 -5.664 5.704
H41 0.181 -3.514 5.125
H42 1.651 -5.056 6.462
H43 4.895 -4.244 3.824
H44 3.412 -2.746 2.458
N5 -2.607 0.821 -1.346
S1 -3.335 1.465 -2.549
C37 -2.900 3.223 -2.610
C38 -3.541 3.999 -1.647
C39 -3.274 5.357 -1.563
C40 -2.353 5.936 -2.429
C41 -1.703 5.156 -3.375
C42 -1.974 3.795 -3.472
C43 -2.659 0.974 -4.150
C44 -3.434 1.185 -5.283
C45 -2.959 0.773 -6.522
C46 -1.728 0.131 -6.614
C47 -0.979 -0.111 -5.467
C48 -1.448 0.309 -4.226
H45 -1.622 1.058 -1.224
H46 -4.236 3.527 -0.959
H47 -3.787 5.964 -0.827
H48 -2.138 6.996 -2.362
H49 -0.981 5.605 -4.046
H50 -1.461 3.194 -4.210
H51 -4.403 1.668 -5.193
H52 -3.548 0.950 -7.415
H53 -1.360 -0.195 -7.580
H54 -0.028 -0.632 -5.528
H55 -0.893 0.082 -3.325

- electronic energy (eV) = -131452.0369
- total charge = -1
- orbital gap (eV) = 5.576
- highest occupied orbital energy (eV) = -3.94
- lowest unoccupied orbital energy (eV) = 1.638